{
  "formula": "C33H52BBrN7Tl",
  "method": "ωB97M-V/def2-TZVPD",
  "species": ["Tl", "C", "C", "C", "C", "C", "C", "C", "C", "C", "N", "N", "B", "N", "N", "C", "C", "C", "C", "C", "C", "C", "C", "C", "N", "N", "C", "C", "C", "C", "C", "C", "C", "C", "C", "H", "H", "H", "H", "H", "H", "H", "H", "H", "H", "H", "H", "H", "H", "H", "H", "H", "H", "H", "H", "H", "H", "H", "H", "H", "H", "H", "H", "H", "H", "H", "H", "H", "H", "H", "H", "H", "H", "H", "H", "H", "H", "H", "H", "H", "H", "C", "C", "C", "C", "C", "Br", "N", "C", "H", "H", "H", "H", "H", "H"],
  "xyz": [[-1.171, 1.299, 0.040], [-2.575, 1.285, 3.190], [-1.998, 0.037, 3.844], [-1.240, 0.408, 5.122], [-1.104, -0.786, 2.963], [-0.605, -2.026, 3.353], [0.151, -2.480, 2.291], [0.774, -3.843, 2.319], [0.215, -4.736, 1.211], [2.303, -3.832, 2.374], [0.112, -1.532, 1.325], [-0.667, -0.510, 1.739], [0.990, -1.479, 0.038], [0.201, -1.543, -1.307], [-0.727, -0.606, -1.604], [-1.243, -0.894, -2.793], [-0.651, -2.058, -3.271], [0.290, -2.436, -2.327], [1.159, -3.640, -2.641], [2.337, -4.027, -1.752], [1.748, -3.455, -4.053], [-2.213, -0.104, -3.624], [-1.489, 0.298, -4.914], [-2.810, 1.132, -2.965], [1.887, -0.203, 0.058], [1.382, 1.044, 0.073], [2.398, 1.902, 0.060], [3.599, 1.192, 0.036], [3.238, -0.143, 0.038], [4.202, -1.286, 0.032], [5.079, -1.235, -1.223], [5.077, -1.235, 1.288], [2.318, 3.403, 0.072], [0.910, 3.967, -0.085], [2.946, 3.945, 1.363], [-3.246, 1.788, 3.887], [-3.143, 1.011, 2.304], [-1.778, 1.977, 2.918], [-2.833, -0.617, 4.127], [-0.439, 1.106, 4.893], [-0.804, -0.473, 5.583], [-1.912, 0.872, 5.838], [-0.777, -2.528, 4.284], [0.443, -4.272, 3.273], [0.336, -4.273, 0.239], [-0.850, -4.892, 1.371], [0.712, -5.705, 1.220], [2.742, -3.570, 1.420], [2.670, -4.816, 2.659], [2.644, -3.113, 3.114], [1.683, -2.416, 0.074], [-0.896, -2.558, -4.186], [0.470, -4.498, -2.672], [3.065, -3.224, -1.713], [2.825, -4.900, -2.187], [2.036, -4.298, -0.748], [2.378, -2.567, -4.079], [0.983, -3.354, -4.816], [2.361, -4.318, -4.308], [-3.035, -0.782, -3.887], [-0.697, 1.006, -4.683], [-2.181, 0.762, -5.612], [-1.040, -0.567, -5.393], [-2.027, 1.855, -2.737], [-3.337, 0.860, -2.054], [-3.519, 1.604, -3.647], [4.591, 1.598, 0.013], [3.649, -2.223, 0.037], [5.682, -0.330, -1.223], [4.471, -1.232, -2.125], [5.745, -2.096, -1.249], [5.663, -0.320, 1.300], [5.755, -2.086, 1.307], [4.459, -1.256, 2.183], [2.923, 3.759, -0.773], [0.298, 3.701, 0.777], [0.448, 3.589, -0.996], [0.953, 5.053, -0.150], [2.423, 3.550, 2.231], [2.881, 5.032, 1.383], [3.994, 3.667, 1.432], [-4.738, 6.298, 0.002], [-4.928, 4.817, 0.056], [-6.193, 4.237, 0.105], [-6.325, 2.859, 0.149], [-5.161, 2.108, 0.148], [-5.207, 0.207, 0.211], [-3.959, 2.634, 0.103], [-3.841, 3.947, 0.056], [-5.699, 6.803, -0.020], [-4.173, 6.575, -0.886], [-4.180, 6.639, 0.872], [-7.080, 4.855, 0.110], [-7.292, 2.385, 0.184], [-2.822, 4.308, 0.013]],
  "atomic_forces_ev_per_a": [[-0.0313, 0.2313, -0.0111], [0.0087, -0.3196, 0.0769], [-0.0057, 0.2845, -0.0392], [-0.1824, -0.1430, -0.0919], [0.0154, -0.2608, -0.1372], [0.1586, 0.0096, -0.3390], [-0.3043, -0.1170, 0.8064], [0.2566, -0.1239, -0.2620], [-0.0128, 0.0393, 0.2445], [-0.1426, -0.0210, 0.0533], [0.1803, -0.5554, -0.1604], [-0.3544, 0.6921, 0.1187], [-0.1546, 0.4905, -0.0784], [0.2834, -0.4662, 0.0937], [-0.3866, 0.5596, 0.0673], [0.1269, -0.3905, 0.0740], [0.1014, 0.0462, 0.3621], [-0.4314, -0.1035, -0.5053], [0.3445, -0.2551, 0.0478], [-0.2445, -0.0473, 0.0712], [-0.1710, -0.1361, 0.0471], [-0.0202, 0.2847, 0.0123], [-0.2045, -0.1261, 0.0460], [0.0251, -0.3026, -0.0572], [0.4409, -0.3504, 0.0573], [-0.3736, 0.6648, -0.0451], [0.1904, -0.2228, -0.1297], [-0.1621, -0.2402, 0.0006], [0.2360, 0.2497, -0.0112], [0.0670, -0.0697, 0.0076], [-0.2015, -0.1258, 0.1345], [-0.1837, -0.1238, -0.1242], [-0.1858, 0.1369, 0.1256], [0.2841, -0.0958, -0.1087], [0.0299, -0.0057, -0.2495], [-0.0146, 0.0607, -0.0067], [-0.0350, 0.1632, -0.1308], [-0.0099, 0.0807, -0.0818], [0.0671, 0.0736, -0.0292], [0.1589, 0.1106, -0.0298], [0.0824, -0.0611, 0.1022], [-0.0812, 0.1169, 0.1280], [-0.0363, -0.1915, 0.1532], [-0.0019, 0.1141, -0.1192], [0.0068, 0.0032, -0.1556], [-0.1178, -0.0503, -0.0322], [0.0293, -0.0970, -0.0838], [0.1112, 0.0464, -0.1956], [0.0576, -0.1187, 0.0047], [0.0834, 0.0695, 0.0867], [0.2268, -0.3140, 0.0088], [0.0655, -0.1050, -0.1884], [0.1204, 0.1151, 0.0029], [0.1295, 0.1059, 0.0708], [0.0186, -0.0063, -0.0475], [0.0952, 0.0437, 0.1479], [0.0520, 0.0937, -0.0070], [-0.0341, 0.0523, -0.0652], [0.0582, -0.0597, -0.0356], [0.0677, 0.0321, 0.0166], [0.1342, 0.1088, 0.0080], [-0.0885, 0.1156, -0.1230], [0.0480, -0.0206, -0.1200], [-0.0131, 0.0717, 0.0882], [-0.0345, 0.1419, 0.1414], [-0.0216, 0.0298, 0.0124], [0.1992, 0.0420, 0.0080], [0.0152, 0.0262, -0.0045], [0.0923, 0.0965, -0.0274], [-0.0262, -0.0160, -0.1013], [0.0873, -0.0533, -0.0489], [0.0949, 0.0926, 0.0362], [0.0970, -0.0645, 0.0478], [-0.0119, -0.0101, 0.1219], [-0.0790, -0.0579, 0.1085], [-0.1050, -0.0079, -0.0290], [-0.1647, -0.0111, 0.0146], [-0.0109, 0.0773, 0.0165], [-0.0445, -0.0458, 0.0969], [0.0091, 0.1144, 0.0332], [0.0899, -0.0551, 0.0887], [0.0743, -0.0105, 0.0106], [-0.1718, -0.2191, -0.0019], [0.2702, -0.1063, -0.0010], [0.0068, -0.1785, 0.0161], [0.1139, 0.2431, -0.0118], [-0.1533, -0.0190, 0.0100], [-0.3290, -0.4380, 0.0283], [-0.2125, 0.2367, -0.0146], [-0.0189, 0.1218, -0.0045], [0.0167, 0.1043, -0.0476], [0.0159, 0.1124, 0.0397], [-0.0435, 0.0864, -0.0102], [-0.0924, -0.0631, 0.0082], [0.1600, 0.1903, 0.0003]],
  "e_lumo_ha": 0.0159,
  "de_lowest_kcal_mol": 27.5,
  "e_homo_ev": -7.80,
  "charge": 0,
  "largest_force_ev_per_a": 0.87
}